Record 1
Density functional theory data (the ωB97M-V functional and the def2-TZVPD basis) for 6 unconnected molecules or ions with the total composition C50H64NO2.

Each line ends with the Mulliken charge.
Atoms and positions in Å:
C 5.91221 0.39621 0.72836  -1.29
C 4.74766 0.71768 1.75139  0.21
C 5.23003 2.02161 2.58680  -0.99
C 4.22423 3.25608 2.36956  -0.17
C 4.50389 3.96656 0.98144  -0.83
C 3.74063 3.30198 -0.23858  0.12
C 3.22754 4.42876 -1.26410  -1.05
C 1.65488 4.45157 -1.40490  -0.68
C 0.94418 5.14642 -0.16687  -0.67
C 0.83493 4.19307 1.10318  -0.01
C -0.38407 4.59966 2.05987  -0.49
C -0.88634 3.31464 2.81907  -0.44
C -2.44301 3.23424 3.07256  -1.07
C -3.34682 3.60877 1.83823  -0.98
C -3.26795 2.61750 0.64806  1.00
C -4.54334 2.18573 0.03182  -0.45
C -4.56043 1.29033 -1.11664  -0.20
C -5.87681 0.82672 -1.84504  0.34
O -6.68928 0.10633 -1.36571  -0.43
O -6.05020 1.37183 -3.11283  -0.44
C -3.26547 0.80892 -1.64457  -0.41
C -2.06458 1.26999 -0.99878  -0.28
N -2.11319 2.13454 0.09256  0.33
H 6.10680 1.32861 0.11956  0.28
H 5.71434 -0.48891 0.07386  0.33
H 6.85216 0.26125 1.34095  0.36
H 4.52364 -0.14963 2.44745  0.06
H 3.80139 1.02654 1.23847  0.08
H 5.29858 1.71378 3.66529  0.30
H 6.26148 2.34282 2.27550  0.50
H 3.18850 2.83466 2.47002  -0.11
H 4.37436 3.94118 3.25493  0.34
H 5.62211 3.91883 0.83029  0.48
H 4.20064 5.04906 1.08612  0.38
H 4.43274 2.61924 -0.80839  0.34
H 2.88403 2.67729 0.12603  -0.10
H 3.72522 4.18771 -2.24928  0.37
H 3.62213 5.43441 -0.96064  0.40
H 1.32829 3.37634 -1.54830  0.16
H 1.42163 4.97695 -2.37862  0.38
H 1.57665 6.05222 0.07152  0.34
H -0.05760 5.49896 -0.53601  0.32
H 1.82365 4.24076 1.62471  -0.03
H 0.72921 3.14603 0.69641  0.25
H -1.13804 5.08329 1.38751  0.21
H 0.02268 5.40233 2.73277  0.45
H -0.55328 2.34284 2.35936  0.49
H -0.40288 3.33964 3.84111  0.25
H -2.76487 3.88601 3.93244  0.39
H -2.65971 2.17398 3.40117  0.33
H -4.41434 3.58484 2.20664  0.45
H -3.20424 4.66663 1.46810  0.33
H -5.51350 2.56732 0.41772  0.46
H -5.28773 1.96176 -3.29196  0.39
H -3.21359 0.13749 -2.53579  0.45
H -1.06283 0.96196 -1.37881  0.51
H -1.20067 2.42592 0.46068  -0.24
C -4.40124 -4.16375 -0.11636  -0.41
C -4.81308 -2.83754 -0.07391  -0.68
C -3.97205 -1.86660 0.45595  -0.23
C -2.71536 -2.21979 0.93506  -0.50
C -2.30295 -3.54553 0.88898  -0.18
C -3.14721 -4.51816 0.36726  -0.61
H -5.05724 -4.92191 -0.52718  0.42
H -5.79006 -2.56009 -0.45367  0.47
H -4.29570 -0.83341 0.49531  0.55
H -2.05688 -1.46031 1.34431  0.45
H -1.32222 -3.82132 1.26024  0.32
H -2.82711 -5.55272 0.33548  0.41
C -0.99590 -5.58190 -4.08864  -0.50
C -1.09967 -4.73592 -2.99116  -0.49
C -2.14850 -3.82826 -2.90939  -0.01
C -3.10008 -3.77309 -3.92133  -0.33
C -2.99864 -4.62142 -5.01728  -0.65
C -1.94395 -5.52332 -5.10337  -0.32
H -0.17590 -6.28750 -4.15358  0.38
H -0.36138 -4.78374 -2.19846  0.41
H -2.22565 -3.16381 -2.05530  0.33
H -3.92182 -3.06823 -3.85524  0.40
H -3.74185 -4.57942 -5.80561  0.44
H -1.86171 -6.18138 -5.96057  0.37
C 2.46380 3.89738 7.53228  -0.57
C 3.12321 2.99588 8.36009  -0.39
C 3.52892 1.76375 7.86200  -0.53
C 3.28181 1.43954 6.53407  -0.12
C 2.62744 2.33680 5.70734  -0.07
C 2.21405 3.56692 6.20530  -0.34
H 2.14502 4.85750 7.92105  0.37
H 3.32070 3.25412 9.39389  0.37
H 4.03786 1.05780 8.50750  0.39
H 3.60144 0.48195 6.13904  0.22
H 2.44013 2.07722 4.67063  0.25
H 1.69825 4.26904 5.55921  0.41
C 1.57361 -4.05525 3.26445  -0.46
C 1.20955 -2.71694 3.34631  -0.32
C 2.08412 -1.79082 3.90160  -0.23
C 3.32898 -2.20145 4.36643  -0.15
C 3.69340 -3.53967 4.28074  -0.74
C 2.81473 -4.46709 3.73403  -0.41
H 0.88985 -4.77828 2.83460  0.40
H 0.24156 -2.39516 2.97747  0.37
H 1.79744 -0.74710 3.97153  0.41
H 4.01347 -1.47829 4.79506  0.39
H 4.66379 -3.86047 4.64146  0.37
H 3.09787 -5.51112 3.67273  0.37
C -3.11206 -3.92234 -9.64794  -0.55
C -2.42170 -4.78234 -8.80238  -0.08
C -1.97044 -6.00870 -9.27510  -0.39
C -2.20124 -6.37108 -10.59671  -0.39
C -2.88832 -5.50950 -11.44306  -0.42
C -3.34756 -4.28703 -10.96805  -0.34
H -3.46695 -2.96708 -9.27810  0.35
H -2.23586 -4.49706 -7.77334  0.40
H -1.43758 -6.68247 -8.61371  0.34
H -1.84520 -7.32539 -10.96684  0.36
H -3.06682 -5.79164 -12.47423  0.35
H -3.88808 -3.61779 -11.62707  0.36

frontier orbital gap = 5.90 eV
HOMO energy = -10.60 eV
charge = +1
total energy = -58465.060 eV

=====

Record 2
Density functional theory data (the ωB97M-V functional and the def2-TZVPD basis) for a molecular structure, C47H49Cl3N6O2SbSiY.

Each line ends with the Mulliken charge.
Atoms and positions in Å:
Y -1.25787 -0.45668 0.08164  -0.09
C -3.59704 -1.50959 2.51851  -1.56
C -4.02020 -0.05054 2.70684  -0.32
C -4.32032 0.74591 1.47159  0.34
C -5.58402 1.28800 1.27416  -0.99
C -5.81865 2.11930 0.18969  -0.63
C -4.77489 2.40167 -0.66825  -1.47
C -3.54913 1.80615 -0.41620  -0.24
N -3.31297 0.98887 0.61110  1.24
N -2.13734 -1.69606 2.27047  2.25
C -1.40731 -1.33689 3.50454  -0.80
C 0.06522 -1.16379 3.27449  0.59
C 0.92409 -1.23034 4.36328  -1.44
C 2.26233 -0.93648 4.18941  -0.76
C 2.69569 -0.58654 2.92103  -1.51
C 1.77659 -0.55537 1.89230  -1.28
N 0.47474 -0.84284 2.03764  1.34
C -1.86492 -3.15352 2.09225  -1.37
C -1.74734 -3.67214 0.69326  0.49
C -2.20336 -4.94031 0.37884  -1.28
C -1.92349 -5.47129 -0.87193  -0.66
C -1.19845 -4.71504 -1.77049  -1.45
C -0.80373 -3.44192 -1.39120  -0.72
N -1.06322 -2.92161 -0.18650  0.99
H -4.13460 -1.96027 1.68010  0.73
H -3.86411 -2.08059 3.41846  0.57
H -3.25405 0.49964 3.25878  -0.73
H -4.90272 -0.03038 3.35371  0.89
H -6.37039 1.06368 1.97888  0.56
H -6.80073 2.54071 0.02726  0.46
H -4.89824 3.04056 -1.52808  0.58
H -2.72399 1.98304 -1.09429  0.66
H -1.57659 -2.10439 4.27264  0.63
H -1.79525 -0.41624 3.94234  -0.18
H 0.53042 -1.48796 5.33386  0.62
H 2.94847 -0.97097 5.02143  0.49
H 3.72610 -0.34323 2.71851  0.66
H 2.10189 -0.29263 0.89952  1.11
H -2.61651 -3.73173 2.64544  0.44
H -0.90076 -3.36833 2.56780  0.53
H -2.76317 -5.50606 1.10753  0.53
H -2.27235 -6.45725 -1.13540  0.47
H -0.96422 -5.07291 -2.75976  0.59
H -0.27523 -2.80613 -2.09180  1.14
Cl -2.50618 -2.29496 -3.81290  -0.24
Si -2.63854 -0.74644 -2.43877  0.59
Cl -3.98829 0.53014 -3.37680  -0.29
Cl -3.85518 -1.66492 -0.83367  -0.24
C 2.45320 3.47079 -0.76174  -1.64
C 2.86090 3.10874 -2.15636  0.68
C 3.58153 4.05319 -2.88526  -0.72
C 4.05060 3.77850 -4.15381  -0.79
C 3.81236 2.53793 -4.72257  -1.03
C 3.08856 1.59346 -4.02123  -0.60
C 2.60275 1.87307 -2.74332  0.76
Sb 1.52711 0.30322 -1.79514  1.71
C 3.03341 -1.07009 -1.17178  0.09
C 2.51523 -2.29039 -0.74496  0.51
C 3.32422 -3.32760 -0.32312  -0.79
C 4.69873 -3.13315 -0.30895  -1.09
C 5.21853 -1.91099 -0.68270  -0.88
C 4.41039 -0.85409 -1.10519  0.56
C 5.07648 0.44575 -1.43928  -1.31
C 0.76333 -0.42144 -3.66905  1.66
C -0.18919 0.48519 -4.15114  -1.67
C -0.71461 0.38629 -5.42134  -0.74
C -0.30633 -0.66115 -6.23570  -0.97
C 0.62049 -1.56464 -5.76301  -0.86
C 1.18592 -1.45878 -4.48719  1.39
C 2.24704 -2.45759 -4.12789  -1.61
H 3.28987 3.90257 -0.21632  0.55
H 2.10022 2.60939 -0.18495  -0.13
H 1.66158 4.21550 -0.76843  0.44
H 3.78697 5.01406 -2.43912  0.49
H 4.60722 4.52569 -4.69534  0.41
H 4.18606 2.30863 -5.70805  0.51
H 2.90044 0.63486 -4.48254  0.43
H 1.44292 -2.44600 -0.73398  0.03
H 2.89404 -4.26630 -0.01000  0.55
H 5.36035 -3.92381 0.00914  0.40
H 6.28645 -1.75741 -0.63873  0.48
H 6.04193 0.50089 -0.94254  0.58
H 4.48884 1.30585 -1.12738  0.09
H 5.24536 0.54686 -2.51108  0.28
H -0.49726 1.32615 -3.53818  0.49
H -1.43289 1.11008 -5.77206  0.50
H -0.70789 -0.76701 -7.23025  0.42
H 0.94760 -2.37331 -6.40243  0.48
H 3.00088 -2.49907 -4.91281  0.55
H 1.82190 -3.45853 -4.05205  0.44
H 2.75386 -2.23445 -3.18965  -0.10
O -1.99141 0.84420 6.31301  -0.44
C -1.87333 2.26064 6.41507  -0.62
N -1.75575 2.76754 5.08197  -0.06
C -0.55060 3.06022 4.51726  -0.20
O 0.48424 3.15344 5.12290  -0.61
C -0.60241 3.18088 3.01892  -0.01
C -0.49063 4.36311 2.30336  -0.83
C -0.51029 4.28773 0.92119  -1.42
C -0.60234 3.04459 0.30994  -0.81
N -0.68923 1.90010 0.99191  2.16
C -0.70037 1.99057 2.32118  -0.89
H -2.07541 0.48275 7.20257  0.27
H -0.96957 2.54436 6.96967  0.37
H -2.76465 2.68369 6.89776  0.39
H -2.57071 2.76030 4.48552  0.28
H -0.39187 5.31175 2.80710  0.60
H -0.43720 5.17467 0.31248  0.68
H -0.58282 2.96367 -0.76910  0.57
H -0.78500 1.07356 2.87352  0.83

frontier orbital gap = 8.16 eV
HOMO energy = -12.98 eV
charge = +2
total energy = -115590.800 eV

=====

Record 3
Density functional theory data (the ωB97M-V functional and the def2-TZVPD basis) for a molecular structure, CH22MnO14.

Each line ends with the Mulliken spin population.
Atoms and positions in Å:
Mn 2.48959 -1.11245 -0.87413  4.86
C 0.29285 0.07176 -0.06101  -0.02
O 0.50909 -0.43805 -1.17922  0.03
O 1.17877 -0.18205 0.74020  0.04
O -0.78342 0.65441 0.18139  0.02
O 0.76309 1.42002 -3.18686  0.00
H 0.49221 2.23986 -2.77367  0.00
H 0.72310 0.77208 -2.48342  0.01
O -1.08928 1.87423 3.15176  0.00
H -0.61071 1.51008 2.40705  0.00
H -1.67140 2.52889 2.76603  0.00
O -1.20009 -2.21170 -2.27254  0.00
H -0.69492 -1.47618 -1.92607  0.00
H -1.06569 -2.91537 -1.63771  0.00
O 1.42720 -3.09812 -0.46305  0.02
H 0.82082 -3.18564 0.27239  0.00
H 1.60424 -3.99818 -0.73652  0.00
O 3.10505 0.07243 2.90497  0.00
H 2.36355 0.03929 2.30055  0.00
H 3.31320 1.00382 2.97859  0.00
O 0.91277 3.12335 0.99568  0.00
H 0.36812 3.73062 0.49488  0.00
H 1.02816 2.37047 0.41595  0.00
O 2.39992 -1.36389 -3.04653  0.02
H 1.98092 -0.75951 -3.65923  0.00
H 2.84517 -2.00129 -3.60482  0.00
O -2.14458 3.00324 0.92643  0.00
H -1.74285 2.21193 0.56771  0.00
H -2.64912 3.36718 0.19896  0.00
O -2.88470 0.41874 -1.56062  0.00
H -2.70204 -0.51324 -1.68008  0.00
H -2.15634 0.73982 -1.02899  0.00
O 0.36477 -2.47925 2.19665  0.00
H -0.51527 -2.63660 1.85457  0.00
H 0.58957 -1.60207 1.88639  0.00
O -2.55920 -0.76686 1.75737  0.00
H -1.84639 -0.29450 1.32721  0.00
H -3.25616 -0.11729 1.84974  0.00

frontier orbital gap (spin up / spin down) = 6.94 / 6.77 eV
HOMO energy (spin up / spin down) = -9.58 / -9.58 eV
2S+1 = 6
charge = 0
total energy = -61380.471 eV
ΔE to the lowest compared entry with this formula, charge and spin = 46.20 kcal/mol
expectation value of S² = 8.75

=====

Among the records above, which one has the highest total energy? C50H64NO2